Entry 1:
137
Properties=species:S:1:pos:R:3:forces:R:3:mulliken_charge:R:1 method="wB97M-V/def2-TZVPD" spin_multiplicity=1 total_energy_ev=-260934.44592 largest_force_ev_per_a=3.39 smiles="CCCCCCCCCCC[C@@](Br)(N(CCCS(=O)(=O)O)C(F)(F)C(F)(F)C(F)(F)F)[C@](CB(O)O)(CC(=O)Br)OC(S)S.CO.CO.CO.CO.CO.CO.CO.CO.CO" lumo_energy_ha=-0.00050
C 9.197412 -0.913460 0.708199 -0.55 -0.87 -0.61 -1.2155
C 8.096702 -0.402179 -0.287010 0.25 0.13 0.42 -0.3181
C 7.700975 1.099166 -0.024476 0.24 -0.81 0.56 -0.7478
C 6.218170 1.256873 0.449179 0.44 0.47 0.23 -0.3079
C 5.420952 2.400279 -0.241679 1.09 0.09 0.06 -0.2734
C 5.579882 2.494865 -1.778250 -1.42 -0.02 -0.42 -1.0296
C 5.012714 1.285258 -2.598559 0.13 0.38 0.40 -0.4425
C 3.850791 0.513486 -1.930799 0.26 0.17 -0.69 0.0629
C 2.552139 1.344418 -1.709874 0.02 -1.62 0.66 0.4199
C 1.282234 0.406735 -1.856673 -0.56 1.51 -1.24 -1.6185
C 0.238760 0.548798 -0.713740 0.48 0.14 -0.06 -0.1564
C 0.162521 -0.569392 0.413113 0.26 1.42 -1.17 -0.1098
Br 2.079935 -1.122215 0.569589 -0.56 0.39 0.95 -0.0406
N -0.331034 0.199904 1.609840 -1.16 -0.99 -0.97 1.6781
C -1.608076 1.015146 1.388116 0.29 2.03 0.08 -0.5715
C -1.251767 2.588306 1.369767 -2.11 0.38 -0.42 0.1211
C -2.536264 3.602221 1.250074 0.49 -0.86 0.00 -0.8282
S -3.138204 3.709521 -0.491877 -0.44 -1.73 -1.56 0.9787
O -2.270676 2.949880 -1.338715 1.13 0.70 0.31 -0.6332
O -4.497236 3.243142 -0.649947 -0.30 1.21 1.45 -0.4581
O -3.073406 5.246536 -1.025363 -0.04 -0.78 1.35 -0.4765
C 0.388306 0.372969 2.790019 -1.08 0.24 1.80 -0.3352
F -0.497973 0.891917 3.735338 0.08 0.35 -0.75 -0.3991
F 0.800060 -0.766323 3.447252 0.41 0.09 -1.15 -0.2758
C 1.593300 1.380607 2.896360 1.29 0.54 1.00 0.6962
F 2.798028 0.770256 2.984934 -0.48 -0.55 -0.27 -0.3014
F 1.697651 2.267556 1.887762 -0.65 -0.34 -0.29 -0.2948
C 1.592804 2.268549 4.213726 1.93 0.42 -0.97 0.4452
F 1.587331 1.562190 5.324951 -0.95 -0.16 0.21 -0.2185
F 0.722336 3.266829 4.184054 -0.78 -0.39 0.38 -0.2309
F 2.807356 2.876459 4.198077 -0.12 0.09 -0.06 -0.2890
C -0.697541 -1.884090 -0.012223 -0.03 -1.33 -0.90 2.5420
C 0.149705 -3.154623 -0.314432 -0.49 -0.24 -0.38 -0.9379
B -0.670382 -4.449715 -0.783321 0.22 -0.89 0.25 0.5904
O -2.035271 -4.677459 -0.663289 0.42 0.73 -1.01 -0.7102
O 0.116328 -5.481475 -1.343674 -0.08 1.08 -0.31 -0.5948
C -1.629336 -1.647213 -1.252089 -0.46 0.16 0.71 -1.6313
C -1.078271 -1.524733 -2.668086 -0.14 -0.41 1.44 0.0983
O -1.244355 -0.538047 -3.246172 -0.47 2.40 -1.71 -0.4572
Br -0.166692 -2.882666 -3.752838 0.00 -0.75 0.42 -0.2080
O -1.659999 -2.226925 0.966460 1.51 -0.24 1.20 -0.4288
C -1.042337 -2.832977 2.117362 -3.26 -0.55 0.74 0.0667
S -1.753174 -2.012768 3.570782 0.07 0.88 0.81 -0.0749
S -1.514351 -4.621261 2.394136 0.87 -0.78 -0.46 -0.2276
H 10.202140 -0.923072 0.255746 -0.28 0.38 0.40 0.2871
H 9.161191 -0.388422 1.675186 0.20 0.00 -0.46 0.3564
H 8.969892 -1.974867 0.933413 0.25 0.44 -0.05 0.3227
H 7.236707 -1.079529 -0.139399 0.10 0.55 -0.15 0.1978
H 8.409018 -0.551022 -1.336545 0.00 0.06 0.48 0.3500
H 8.354344 1.413212 0.812419 -0.29 0.14 -0.47 0.4751
H 7.980896 1.732837 -0.878313 -0.35 -0.22 0.21 0.2691
H 5.737091 0.267268 0.402713 -0.07 0.47 -0.20 -0.0888
H 6.262034 1.518297 1.525742 -0.21 -0.25 -0.43 0.5339
H 5.825643 3.348681 0.172121 -0.23 -0.38 -0.17 0.4886
H 4.366458 2.373016 0.077032 0.35 -0.10 -0.30 -0.3018
H 6.611217 2.674770 -2.118583 -0.28 0.00 0.43 0.4188
H 5.000303 3.387871 -2.096979 0.36 -0.29 0.22 0.4082
H 4.629853 1.660223 -3.568645 0.33 -0.14 0.34 0.4150
H 5.841518 0.602168 -2.839715 -0.47 0.10 0.22 0.1516
H 4.201038 0.047779 -0.998488 -0.26 0.23 -0.23 -0.5613
H 3.605099 -0.327332 -2.611664 0.15 0.36 0.29 0.3524
H 2.486283 2.186117 -2.419348 0.05 -0.32 0.32 0.4985
H 2.535886 1.717193 -0.672830 0.12 0.22 -0.48 -0.5251
H 1.540424 -0.615618 -2.171367 -0.01 0.24 0.50 0.1207
H 0.778624 0.835118 -2.750229 0.04 -0.48 0.39 0.6076
H 0.524764 1.472115 -0.177968 0.01 -0.66 -0.22 0.3030
H -0.751116 0.806968 -1.131027 0.42 -0.50 0.19 0.1715
H -2.125796 0.833826 0.430154 0.94 -0.53 0.25 -0.0950
H -2.428336 0.864260 2.110324 0.91 -0.41 0.28 0.6036
H -0.685820 2.840508 0.462256 0.33 -0.20 0.77 0.1045
H -0.801903 2.889911 2.324450 0.16 -0.12 -0.55 0.1723
H -2.267181 4.618063 1.583451 0.04 -0.45 -0.21 0.6335
H -3.391578 3.262586 1.859297 0.28 0.16 -0.34 0.2422
H -3.722340 5.740516 -0.488532 0.16 0.12 -0.36 0.3751
H 0.725521 -3.529233 0.555592 0.12 0.47 -0.69 0.4854
H 0.818156 -2.948642 -1.168948 0.09 -0.13 0.70 -0.2345
H -2.415141 -4.632328 -1.567513 -0.10 -0.29 0.43 0.4120
H -0.187161 -5.637274 -2.250181 0.01 -0.45 0.32 0.2577
H -2.174721 -0.706866 -1.047514 0.42 -0.25 -0.56 0.3235
H -2.465414 -2.373037 -1.282733 0.85 -0.19 0.26 0.8096
H 0.053172 -2.848605 2.172043 -0.45 0.42 -0.10 -0.3656
H -2.935459 -2.655644 3.724491 0.53 -0.13 -0.40 0.1829
H -2.803225 -4.774663 1.999315 0.41 0.83 -0.12 0.1339
C -6.733022 2.157624 -3.103019 0.12 0.13 0.38 -0.4904
O -6.540225 1.644475 -1.789713 -0.29 -0.20 -0.04 -0.4585
H -6.915903 1.326560 -3.779334 -0.04 0.01 0.07 0.1991
H -7.595571 2.828343 -3.118987 0.00 0.00 -0.25 0.2601
H -5.837271 2.696498 -3.426944 -0.05 0.04 -0.14 0.2398
H -6.378494 2.395180 -1.210636 0.24 -0.15 -0.04 0.2480
C -2.819599 0.179360 6.189262 0.03 -0.13 0.42 -0.2663
O -3.569800 -0.967974 6.576601 -0.12 -0.05 -0.14 -0.5439
H -2.935307 0.337614 5.118691 -0.03 -0.08 0.07 -0.0954
H -3.189263 1.056306 6.725967 0.12 0.13 -0.10 0.3244
H -1.764165 0.024320 6.427638 0.07 0.18 -0.17 0.3209
H -3.451207 -1.083598 7.524553 -0.03 -0.07 -0.11 0.2915
C 2.961941 -3.340651 5.419026 -0.27 0.16 -0.19 -0.5117
O 1.929804 -3.979949 4.677964 0.01 -0.03 -0.06 -0.5215
H 3.650406 -4.102894 5.777494 -0.06 -0.04 -0.05 0.2678
H 3.504089 -2.637605 4.780762 0.12 0.04 0.13 0.2052
H 2.536831 -2.808724 6.274496 0.16 0.04 0.06 0.2389
H 1.331555 -3.290156 4.370423 -0.03 -0.09 0.09 0.2805
C -4.401218 3.347614 5.557801 -0.21 -0.63 -1.13 -0.7341
O -4.163381 2.818393 4.214225 -0.45 0.31 0.28 -0.3438
H -3.427482 3.539305 6.004784 -0.05 -0.05 -0.10 0.2241
H -4.980067 4.273312 5.515554 0.05 -0.06 0.03 0.2891
H -4.935693 2.586106 6.130300 0.05 0.21 0.19 0.3320
H -5.017486 2.616232 3.781702 0.58 0.23 0.62 0.2175
C -7.531471 3.688567 1.441453 0.21 0.92 -0.53 -0.5346
O -6.826374 4.937613 1.240181 -0.07 -0.53 0.02 -0.5313
H -8.230222 3.816856 2.264069 0.04 0.16 -0.01 0.2827
H -8.085186 3.426516 0.537456 -0.07 -0.12 0.08 0.2809
H -6.843544 2.893977 1.681836 0.29 -0.41 0.09 0.1977
H -6.208979 4.810666 0.502341 -0.32 -0.16 0.27 0.3001
C 3.583018 -6.809918 -2.396069 -0.31 0.29 0.10 -0.5575
O 3.678005 -5.498943 -1.854351 0.08 0.05 -0.08 -0.4681
H 4.563065 -7.280061 -2.349649 0.02 0.10 0.03 0.2380
H 2.872754 -7.401727 -1.812768 0.03 -0.16 -0.12 0.2388
H 3.257488 -6.759959 -3.439265 0.03 -0.21 -0.03 0.2449
H 2.799049 -5.105416 -1.904776 0.04 -0.07 0.15 0.2921
C -5.151492 -3.881611 -3.129865 -0.03 -0.10 0.12 -0.7428
O -4.012258 -4.201430 -2.331218 -0.15 0.00 -0.03 -0.4921
H -4.806121 -3.421948 -4.052884 0.08 -0.02 0.06 0.2583
H -5.709010 -4.790026 -3.366820 -0.07 0.08 -0.08 0.2832
H -5.794615 -3.178956 -2.596614 -0.05 0.01 -0.11 0.3034
H -4.326892 -4.608208 -1.514906 -0.02 0.10 -0.03 0.2307
C -7.279188 1.946062 -6.995899 -0.34 -0.06 -0.01 -0.5144
O -8.255804 1.876637 -5.961617 0.03 0.00 -0.02 -0.4662
H -6.313899 2.162420 -6.543200 -0.06 -0.01 0.07 0.2034
H -7.222175 0.991221 -7.524855 0.15 0.06 -0.09 0.2636
H -7.532481 2.742477 -7.700027 0.16 -0.02 -0.08 0.2683
H -9.101994 1.684952 -6.378262 0.04 0.02 0.11 0.2724
C 6.194948 -0.258131 -5.781113 -0.30 -0.19 0.03 -0.6680
O 5.495210 -0.749023 -4.643880 0.01 -0.20 -0.24 -0.3674
H 7.058544 0.306801 -5.435759 -0.04 -0.02 0.07 0.2255
H 6.535203 -1.090280 -6.402755 0.11 0.12 -0.10 0.2905
H 5.546893 0.398834 -6.367536 0.14 0.06 -0.11 0.2951
H 4.735924 -1.245147 -4.967089 0.07 -0.01 0.11 0.2511

=====

Entry 2:
79
Properties=species:S:1:pos:R:3:forces:R:3:mulliken_charge:R:1 method="wB97M-V/def2-TZVPD" spin_multiplicity=2 charge=+2 total_energy_ev=-78170.84145 largest_force_ev_per_a=2.42 lumo_energy_ha="-0.26607 / -0.28152"
Re 0.026521 -0.780684 0.758953 -0.24 0.93 -2.22 1.0665
N 3.607449 -2.639288 2.378683 0.21 0.04 0.24 0.1117
C 2.513247 -2.465603 1.676470 -0.20 0.17 -0.13 -0.4287
N 1.580848 -1.591682 2.000895 -0.01 0.24 0.18 -0.5014
C 1.716882 -0.831671 3.188983 0.00 -0.19 -0.07 0.6819
N 0.717962 -0.133814 3.611371 -0.12 0.11 -0.15 -1.2563
N -0.331518 -0.288812 2.713214 0.25 -0.22 0.49 0.7570
C -1.540548 -0.354078 3.143143 -0.20 -0.13 0.05 -0.2300
C -2.485718 -0.993003 2.225629 0.32 -0.02 0.00 0.7243
C -3.847151 -1.032666 2.390016 -0.28 0.02 0.09 -0.9333
C -4.606666 -1.761653 1.475767 -0.03 0.08 0.08 -0.3200
C -3.974165 -2.421843 0.440200 0.04 -0.06 -0.02 -0.6583
C -2.593399 -2.335250 0.327752 0.05 0.09 0.16 -0.2063
N -1.862306 -1.637803 1.201780 -0.29 -0.37 -0.05 -0.1375
C 2.978217 -0.894646 3.902071 -0.08 0.03 -0.06 0.6457
C 3.277693 -0.047047 4.971273 -0.08 0.02 0.06 -0.5472
C 4.495286 -0.153409 5.605460 0.07 -0.02 0.03 -0.8387
C 5.416981 -1.123446 5.200384 0.02 -0.01 0.05 -0.4323
C 5.133386 -1.972068 4.149560 0.06 -0.10 -0.04 -0.9481
C 3.918311 -1.836084 3.493172 0.03 -0.08 -0.08 0.2618
H 4.278164 -3.331455 2.075401 0.00 -0.03 -0.01 0.3061
H 2.376756 -3.069463 0.787151 -0.01 0.02 -0.03 0.6479
H -1.786945 -0.095724 4.168676 -0.01 0.06 -0.05 0.6004
H -4.310486 -0.492009 3.206194 0.00 -0.07 -0.04 0.5007
H -5.683032 -1.806766 1.578469 0.03 0.01 0.00 0.4644
H -4.534857 -2.994873 -0.284765 0.02 0.00 0.01 0.4876
H -2.051795 -2.810611 -0.481016 -0.01 0.02 0.02 0.5020
H 2.537547 0.675761 5.289714 0.05 -0.01 -0.03 0.5375
H 4.740826 0.508787 6.424902 -0.03 -0.03 -0.01 0.4488
H 6.364430 -1.216960 5.716417 -0.05 0.02 -0.03 0.4309
H 5.840294 -2.733924 3.840709 0.00 0.07 0.00 0.4187
O 3.884312 -0.502055 -3.233406 -0.11 -0.15 -0.04 -0.6434
C 3.188575 -1.629437 -3.470271 0.12 0.24 0.12 0.3366
C 3.594773 -2.408103 -4.548946 0.10 -0.06 -0.16 -0.7191
C 2.935273 -3.577116 -4.855261 0.03 -0.03 -0.05 -0.4000
C 1.838989 -4.003753 -4.100663 0.00 -0.03 -0.04 -0.9411
C 1.431864 -3.246475 -3.033441 0.02 0.09 0.11 -0.3968
C 2.102611 -2.055939 -2.686734 -0.36 -0.27 0.10 0.2293
C 1.639844 -1.302158 -1.538396 0.24 -0.03 -0.14 0.9823
O 0.611109 -1.794116 -0.815271 -0.33 -0.05 0.77 -0.7665
N 2.185282 -0.185609 -1.194265 -0.02 0.03 0.48 -0.8880
N 1.565119 0.349445 -0.067092 0.05 0.34 0.23 0.2984
C 1.964786 1.562694 0.239611 -0.08 -0.38 -0.39 0.1004
S 1.276179 2.435682 1.554713 0.02 -0.01 0.19 0.0743
C 1.937587 4.036518 1.006247 -0.01 0.01 0.03 -0.6592
C 3.304285 3.774332 0.411830 0.03 0.03 -0.02 -0.5852
S 3.162668 2.351007 -0.705498 0.06 0.11 -0.08 -0.0227
H 3.476829 -0.025727 -2.489883 0.03 0.00 0.00 0.5450
H 4.433205 -2.059034 -5.137326 -0.01 -0.03 0.01 0.4754
H 3.270409 -4.171505 -5.695966 -0.01 0.04 0.00 0.4085
H 1.315483 -4.913389 -4.359109 0.02 0.01 0.00 0.4644
H 0.579423 -3.552382 -2.441645 0.03 0.01 -0.01 0.4059
H 1.984636 4.686436 1.879159 0.01 -0.01 -0.02 0.5134
H 1.245389 4.455757 0.276818 0.03 0.03 -0.01 0.2939
H 4.043566 3.536541 1.174760 0.00 0.04 0.04 0.3210
H 3.657160 4.620336 -0.176532 -0.02 -0.01 0.00 0.4517
C -6.302924 3.563057 -2.623646 0.14 -0.06 -0.01 -1.5328
C -5.045120 2.822861 -2.247319 -0.18 0.08 -0.04 0.4618
C -4.170688 3.332583 -1.297789 0.06 0.11 0.08 -0.9619
C -2.990648 2.681593 -0.964512 -0.01 0.13 0.19 0.5965
C -2.066001 3.308131 0.056404 -0.06 -0.13 -0.08 -1.0202
C -2.681826 1.484000 -1.616771 0.06 0.00 0.23 0.8658
C -3.535941 0.950547 -2.587698 -0.04 -0.20 -0.21 0.9213
C -3.210893 -0.325606 -3.332896 -0.02 0.13 0.10 -1.4792
C -4.713615 1.628382 -2.872431 -0.01 -0.12 -0.11 -0.9426
C -1.423874 0.752695 -1.311394 -0.12 0.52 -0.47 0.1005
O -0.645525 0.358733 -2.135516 0.11 -0.12 0.16 -0.4799
O -1.240873 0.516283 0.024847 0.71 -0.84 0.59 0.0367
H -6.570010 4.307357 -1.875777 -0.01 -0.02 0.02 0.3716
H -7.140054 2.879229 -2.757303 -0.01 -0.01 0.04 0.3926
H -6.161184 4.083355 -3.572400 0.02 0.01 -0.01 0.3098
H -4.413928 4.271620 -0.809780 0.05 -0.05 -0.02 0.3762
H -2.369497 4.333839 0.262293 0.02 -0.03 -0.02 0.4474
H -1.032816 3.318463 -0.303522 -0.05 0.02 0.02 0.0555
H -2.077004 2.751613 0.996852 0.01 0.04 -0.03 0.1607
H -2.871545 -1.118058 -2.658885 -0.04 0.03 -0.04 0.1432
H -2.405357 -0.158580 -4.047148 0.00 -0.01 -0.01 0.3223
H -4.084416 -0.681864 -3.876771 0.01 0.01 0.04 0.4090
H -5.387827 1.219605 -3.618898 0.05 0.00 0.04 0.4115

=====

Entry 3:
7
Properties=species:S:1:pos:R:3:forces:R:3:nbo_charge:R:1 method="wB97M-V/def2-TZVPD" spin_multiplicity=1 total_energy_ev=-22064.78822 largest_force_ev_per_a=2.22 lumo_energy_ha="-0.02494 / -0.02681"
C -1.356824 0.454190 -0.476395 0.04 0.27 1.15 -0.5682
O 1.258746 -1.051307 -0.806979 -0.73 -0.17 -1.82 -0.8706
S 1.655547 -1.134154 0.593875 1.99 -0.11 0.97 0.7696
I -0.534291 0.462376 1.403827 -1.21 0.77 -0.09 0.2741
H -1.317078 1.425125 -0.936676 0.29 0.05 -0.30 0.1878
H -2.306474 -0.055398 -0.487306 0.08 -0.37 -0.20 0.1882
H 2.600373 -0.100834 0.709655 -0.46 -0.45 0.29 0.0192